# 1
A molecular structure, C4H11NO2S at a distorted geometry, computed with ωB97M-V with the def2-TZVPD basis set.

Its net charge is +1. Its HOMO energy (spin up / spin down) is -12.69 / -12.69 eV. For the energy relative to the best compared isomer or geometry (same formula, charge and spin), the calculation gives 7.9363 eV. As for the LUMO energy (spin up / spin down): -7.5 / -7.5 eV. Its calculated total energy is -20730.5564 eV. As for the expectation value of S²: 0.75. As for the spin multiplicity: 2.

Geometry (Å):
1 O -1.686 0.787 -1.336
2 C -2.017 -0.545 -0.819
3 C -1.267 -0.844 0.374
4 C 0.236 -1.047 0.163
5 C 1.176 0.038 0.550
6 S 3.201 -1.045 -0.082
7 N -1.875 -0.312 1.522
8 H -3.110 -0.586 -0.720
9 H -1.717 -1.117 -1.689
10 H 0.318 -1.149 -0.961
11 H 0.618 -2.035 0.502
12 H 0.760 1.025 0.339
13 H 1.656 -0.033 1.528
14 H 2.340 0.019 -0.050
15 H -1.610 0.671 1.652
16 H -1.534 -0.913 2.290
17 H -1.459 1.550 -0.758
18 H -1.163 3.977 -0.631
19 O -1.062 3.118 -0.170



# 2
2 unconnected molecules or ions with the total composition C4H11NO3 at a distorted geometry, computed with ωB97M-V with the def2-TZVPD basis set.

Its net charge is -1. Its HOMO energy (spin up / spin down) is 1.19 / -3.22 eV. For the energy relative to the best compared isomer or geometry (same formula, charge and spin), the calculation gives 2.5955 eV. As for the LUMO energy (spin up / spin down): 4.0 / 3.9 eV. Its calculated total energy is -11955.4523 eV. As for the expectation value of S²: 0.75. As for the spin multiplicity: 2.

Geometry (Å):
1 O 0.865 -2.212 0.052
2 C 0.010 -1.578 0.567
3 C 0.522 -0.129 0.967
4 C 0.137 0.457 2.380
5 N 0.222 0.834 -0.151
6 C 0.906 0.670 -1.417
7 O 0.682 -0.682 -1.880
8 H -1.091 -1.945 0.787
9 H 1.672 -0.269 1.070
10 H 0.475 -0.003 3.223
11 H 0.416 1.458 2.457
12 H -0.941 0.442 2.379
13 H -0.743 0.951 -0.193
14 H 0.573 1.388 -2.261
15 H 2.095 0.738 -1.327
16 H 1.525 -1.121 -1.925
17 H -2.010 -0.281 -1.898
18 H -2.750 1.063 -1.547
19 O -2.564 0.218 -1.280



# 3
A molecular structure, C4H11NO3, computed with ωB97M-V with the def2-TZVPD basis set.

Its net charge is 0. Its HOMO energy is -8.18 eV. For the energy relative to the best compared isomer or geometry (same formula, charge and spin), the calculation gives 4.5866 eV. As for the LUMO energy: 0.5 eV. Its calculated total energy is -11955.5230 eV.

Geometry (Å):
1 C -0.944 0.987 1.422
2 C 1.149 1.217 0.431
3 N -0.850 -0.050 2.225
4 H -0.475 0.084 3.153
5 H -0.599 -0.924 1.712
6 H -1.353 0.839 0.435
7 H -0.978 1.974 1.861
8 H 1.532 1.529 -0.537
9 H 1.913 0.756 1.056
10 H 0.822 2.136 0.921
11 C -1.008 -0.956 -2.175
12 C 0.550 -0.517 -0.454
13 O -0.425 0.026 -1.309
14 O 1.721 -0.707 -1.183
15 O 0.238 -1.417 0.364
16 H 2.199 -1.407 -0.721
17 H -1.475 -1.758 -1.597
18 H -1.762 -0.434 -2.761
19 H -0.253 -1.379 -2.843



# 4
2 unconnected molecules or ions with the total composition C4H11NO3 at a distorted geometry, computed with ωB97M-V with the def2-TZVPD basis set.

Its net charge is 0. Its HOMO energy is -10.12 eV. As for the structure (SMILES): CCC(=O)NCO.O. For the energy relative to the best compared isomer or geometry (same formula, charge and spin), the calculation gives 2.3435 eV. As for the LUMO energy: 0.5 eV. Its calculated total energy is -11957.7660 eV.

Geometry (Å):
1 C -2.362 0.119 -0.111
2 C -1.110 0.865 0.044
3 C 0.088 -0.102 0.156
4 O 0.056 -0.973 0.969
5 N 1.285 0.101 -0.538
6 C 1.751 1.401 -1.135
7 O 3.036 1.844 -0.785
8 H -2.786 -0.558 0.740
9 H -3.110 0.876 -0.556
10 H -2.231 -0.634 -0.980
11 H -1.224 1.338 1.080
12 H -0.986 1.617 -0.725
13 H 2.132 -0.472 -0.337
14 H 1.826 1.227 -2.177
15 H 0.949 2.263 -0.943
16 H 3.121 1.617 0.154
17 O -0.215 -3.832 1.508
18 H 0.013 -3.853 2.520
19 H -0.235 -2.843 1.115



# 5
A molecular structure, C4H11NO3, computed with ωB97M-V with the def2-TZVPD basis set.

Its net charge is 0. Its HOMO energy (spin up / spin down) is -8.11 / -8.33 eV. For the energy relative to the best compared isomer or geometry (same formula, charge and spin), the calculation gives 6.7446 eV. As for the LUMO energy (spin up / spin down): -0.8 / 0.2 eV. Its calculated total energy is -11953.3650 eV.

Geometry (Å):
1 C -0.623 0.240 0.536
2 C -1.107 1.609 0.105
3 C -1.704 -0.785 0.752
4 O 0.183 0.260 1.693
5 H 0.929 0.855 1.536
6 H 0.436 0.064 -0.308
7 H -1.590 1.565 -0.873
8 H -2.375 -0.840 -0.106
9 H -0.276 2.315 0.039
10 H -1.837 1.994 0.824
11 H -1.271 -1.771 0.926
12 H -2.299 -0.516 1.632
13 C 2.475 -0.844 -0.544
14 O 1.585 0.186 -0.897
15 N -0.108 -0.777 -1.576
16 O -0.622 -0.185 -2.399
17 H 3.422 -0.404 -0.207
18 H 2.089 -1.473 0.270
19 H 2.691 -1.493 -1.404



# 6
2 unconnected molecules or ions with the total composition C4H11NO3 at a distorted geometry, computed with ωB97M-V with the def2-TZVPD basis set.

Its net charge is 0. Its HOMO energy is -10.05 eV. As for the structure (SMILES): NC(=O)O.CCCO. For the energy relative to the best compared isomer or geometry (same formula, charge and spin), the calculation gives 0.1832 eV. As for the LUMO energy: 0.8 eV. Its calculated total energy is -11959.9264 eV.

Geometry (Å):
1 N -1.756 -0.549 -2.140
2 C -0.655 0.164 -1.821
3 O -0.693 1.299 -1.358
4 O 0.481 -0.478 -2.078
5 H -2.649 -0.086 -2.121
6 H -1.648 -1.410 -2.646
7 H 1.209 -0.022 -1.579
8 C -0.829 0.069 1.615
9 C 0.453 -0.660 1.226
10 C 1.693 0.319 1.002
11 O 1.692 1.010 -0.207
12 H -1.622 -0.645 1.824
13 H -1.168 0.748 0.834
14 H -0.669 0.667 2.514
15 H 0.765 -1.300 2.054
16 H 0.299 -1.323 0.373
17 H 2.607 -0.281 1.017
18 H 1.713 1.018 1.849
19 H 0.780 1.461 -0.358



# 7
3 unconnected molecules or ions with the total composition C4H11NO3 at a distorted geometry, computed with ωB97M-V with the def2-TZVPD basis set.

Its net charge is 0. Its HOMO energy is -8.99 eV. For the energy relative to the best compared isomer or geometry (same formula, charge and spin), the calculation gives 14.2779 eV. As for the LUMO energy: -5.0 eV. Its calculated total energy is -11945.8316 eV.

Geometry (Å):
1 O 2.613 -0.304 0.756
2 C -1.727 -0.919 0.638
3 O -1.930 -2.025 -0.031
4 C -1.617 0.274 -0.114
5 C -0.214 -0.501 0.649
6 C 0.590 -0.917 -0.805
7 N 1.113 0.417 -1.344
8 H -2.081 -0.870 1.688
9 H -2.082 1.131 0.300
10 H -1.829 0.179 -1.205
11 H 0.220 -1.207 1.418
12 H 0.212 0.417 1.001
13 H 1.424 -1.626 -0.500
14 H -0.114 -1.510 -1.395
15 H 2.004 0.364 -0.826
16 H 0.573 1.298 -0.884
17 H -0.253 3.437 -0.258
18 H 3.422 -0.114 1.229
19 O -0.326 2.476 -0.318



# 8
2 unconnected molecules or ions with the total composition C4H11NO3 at a distorted geometry, computed with ωB97M-V with the def2-TZVPD basis set.

Its net charge is 0. Its HOMO energy is -9.45 eV. As for the structure (SMILES): NCCCOC=O.O. For the energy relative to the best compared isomer or geometry (same formula, charge and spin), the calculation gives 1.8846 eV. As for the LUMO energy: 0.5 eV. Its calculated total energy is -11958.2249 eV.

Geometry (Å):
1 N -1.564 -0.293 1.166
2 C -0.305 -0.376 0.462
3 C 0.010 0.849 -0.326
4 C 1.126 0.674 -1.393
5 O 1.548 2.026 -1.756
6 C 2.195 2.230 -2.931
7 O 2.430 3.354 -3.373
8 H -2.341 -0.644 0.595
9 H -1.487 -0.931 1.965
10 H -0.363 -1.195 -0.280
11 H 0.462 -0.654 1.210
12 H -0.885 1.220 -0.861
13 H 0.303 1.618 0.415
14 H 0.752 0.082 -2.251
15 H 2.029 0.167 -1.003
16 H 2.606 1.269 -3.299
17 O -2.102 -3.089 3.493
18 H -1.963 -2.423 4.204
19 H -2.452 -3.881 3.961



# 9
2 unconnected molecules or ions with the total composition C4H11NO3 at a distorted geometry, computed with ωB97M-V with the def2-TZVPD basis set.

Its net charge is +1. Its HOMO energy (spin up / spin down) is -14.44 / -14.41 eV. For the energy relative to the best compared isomer or geometry (same formula, charge and spin), the calculation gives 2.5142 eV. As for the LUMO energy (spin up / spin down): -4.6 / -8.6 eV. Its calculated total energy is -11948.5269 eV. As for the expectation value of S²: 0.76. As for the spin multiplicity: 2.

Geometry (Å):
1 C -0.609 1.294 -2.161
2 N -0.055 0.060 -1.530
3 C -0.307 -0.171 -0.120
4 C -1.835 -0.366 0.036
5 O -1.827 -1.221 1.192
6 C 0.279 1.020 0.627
7 O 1.388 1.042 1.049
8 H -1.678 1.167 -2.241
9 H -0.259 2.220 -1.705
10 H -0.213 1.219 -3.183
11 H 0.899 -0.081 -1.868
12 H 0.156 -1.083 0.278
13 H -2.420 -0.758 -0.795
14 H -2.295 0.549 0.455
15 H -2.593 -1.777 1.338
16 H -0.422 1.843 0.897
17 H 2.293 -0.432 1.042
18 H 3.116 -1.516 0.223
19 O 2.688 -1.312 1.062



# 10
A molecular structure, C4H11NO3S at a distorted geometry, computed with ωB97M-V with the def2-TZVPD basis set.

Its net charge is 0. Its HOMO energy is -9.82 eV. For the energy relative to the best compared isomer or geometry (same formula, charge and spin), the calculation gives 5.1811 eV. As for the LUMO energy: 0.4 eV. Its calculated total energy is -22788.9131 eV.

Geometry (Å):
1 C -1.059 -0.162 -1.760
2 C -2.479 -1.751 -0.849
3 C 2.909 0.536 0.128
4 C 1.593 0.318 0.224
5 N -1.324 -1.234 -0.940
6 O -0.392 1.892 0.827
7 O 1.061 2.622 -1.097
8 O 0.775 -0.694 0.621
9 S 0.855 2.010 0.159
10 H -0.112 -0.491 -2.398
11 H -1.919 -0.022 -2.580
12 H -0.697 0.689 -1.176
13 H 0.006 -1.165 3.103
14 H -2.562 -2.569 -0.301
15 H -3.346 -1.336 -1.370
16 H 3.539 -0.340 0.135
17 H 3.371 1.494 -0.031
18 H -0.167 -0.748 2.451
19 H -0.070 -0.559 0.114
20 H 1.577 2.739 1.129



# 11
2 unconnected molecules or ions with the total composition C4H11NO4S at a distorted geometry, computed with ωB97M-V with the def2-TZVPD basis set.

Its net charge is 0. Its HOMO energy is -9.57 eV. For the energy relative to the best compared isomer or geometry (same formula, charge and spin), the calculation gives 3.6319 eV. As for the LUMO energy: 0.6 eV. Its calculated total energy is -24837.2752 eV.

Geometry (Å):
1 C -1.308 1.447 -1.375
2 C -1.384 -0.920 -0.397
3 C 3.840 -0.313 1.445
4 C -2.152 0.350 -0.672
5 N -1.712 1.286 1.489
6 O 1.734 0.725 2.636
7 O 1.626 0.006 0.171
8 O -2.129 1.790 2.497
9 O -2.679 0.882 0.627
10 S 2.413 0.801 1.078
11 H -2.047 2.155 -1.603
12 H -0.547 1.757 -0.760
13 H -1.068 0.783 -2.218
14 H -0.980 -1.523 -1.216
15 H -2.084 -1.650 0.176
16 H -0.614 -0.686 0.248
17 H 3.464 -0.952 2.323
18 H 3.999 -0.974 0.522
19 H 4.775 0.259 1.741
20 H -3.009 0.227 -1.238
21 H 0.951 1.271 2.823



# 12
A molecular structure, C4H11NOS at a distorted geometry, computed with ωB97M-V with the def2-TZVPD basis set.

Its net charge is 0. Its HOMO energy is -7.50 eV. For the energy relative to the best compared isomer or geometry (same formula, charge and spin), the calculation gives 10.1169 eV. As for the LUMO energy: -2.2 eV. Its calculated total energy is -18689.8016 eV.

Geometry (Å):
1 C -0.393 1.314 0.689
2 O -1.960 1.481 1.064
3 C -0.395 0.221 -0.445
4 C -0.474 -1.169 0.111
5 C 0.552 -2.103 -0.459
6 S 2.768 0.199 0.466
7 N -1.468 0.516 -1.382
8 H -0.284 2.414 0.179
9 H 0.651 1.215 1.238
10 H -1.063 0.745 1.621
11 H 0.573 0.390 -0.960
12 H 0.737 -1.409 0.571
13 H -1.486 -1.516 0.403
14 H 1.218 -1.706 -1.179
15 H 0.419 -3.182 -0.368
16 H 3.887 0.241 1.303
17 H -2.126 1.127 -0.798
18 H -1.156 1.222 -2.054



# 13
A molecular structure, C4H11NOS at a distorted geometry, computed with ωB97M-V with the def2-TZVPD basis set.

Its net charge is 0. Its HOMO energy (spin up / spin down) is -8.22 / -8.09 eV. For the energy relative to the best compared isomer or geometry (same formula, charge and spin), the calculation gives 6.9547 eV. As for the LUMO energy (spin up / spin down): -0.5 / -0.2 eV. Its calculated total energy is -18692.9639 eV.

Geometry (Å):
1 C 2.126 0.908 -0.012
2 C 2.344 1.088 1.480
3 C -1.488 1.697 -0.716
4 C -1.658 -0.549 -1.648
5 N -1.367 0.246 -0.542
6 O 1.100 -1.513 0.190
7 S 0.865 -0.198 -0.344
8 H 1.967 1.779 -0.487
9 H 3.406 1.288 1.689
10 H 1.919 0.169 2.036
11 H 1.759 1.936 1.971
12 H -2.316 2.087 -0.111
13 H -0.529 2.045 -0.171
14 H -1.630 2.006 -1.816
15 H -0.968 -0.663 -2.465
16 H -1.784 -1.623 -1.240
17 H -2.730 -0.274 -1.924
18 H 1.172 -0.452 -1.708